[1]
Computed, not measured: a molecular structure, C42H50LiN3O4, with ωB97M-V/def2-TZVPD.

Each line ends with the Löwdin charge.
Positions of all 100 atoms, in Å:
Li1 -1.727 -1.566 -1.245  0.604
C1 -0.398 2.650 4.447  -0.068
C2 -1.868 2.575 4.026  -0.556
C3 -2.677 2.085 5.239  -0.058
C4 -2.328 3.990 3.646  -0.051
C5 -2.089 1.633 2.848  -0.184
C6 -1.075 0.997 2.179  0.033
C7 -1.333 0.046 1.164  -0.192
N1 -0.420 -0.607 0.462  0.180
C8 0.844 -0.297 0.241  -0.181
C9 1.411 0.995 0.368  0.029
C10 2.735 1.224 0.114  -0.173
C11 3.529 0.144 -0.329  0.006
C12 3.061 -1.119 -0.540  -0.079
C13 1.665 -1.421 -0.247  -0.295
O1 1.172 -2.553 -0.346  0.041
C14 3.944 -2.158 -1.221  -0.531
C15 3.798 -3.541 -0.579  -0.053
C16 3.486 -2.242 -2.681  -0.047
C17 5.437 -1.790 -1.193  -0.079
C18 3.414 2.577 0.269  -0.547
C19 3.992 3.039 -1.075  -0.043
C20 4.557 2.444 1.290  -0.055
C21 2.457 3.660 0.767  -0.055
C22 -2.705 -0.390 0.923  -0.322
O2 -2.951 -1.420 0.270  -0.058
C23 -3.749 0.443 1.494  -0.086
C24 -3.415 1.394 2.417  0.005
C25 -5.192 0.174 1.087  -0.531
C26 -5.609 -1.209 1.608  -0.047
C27 -5.296 0.190 -0.442  -0.043
C28 -6.178 1.219 1.631  -0.077
H1 -0.290 3.293 5.322  0.075
H2 0.209 3.063 3.646  0.071
H3 -0.019 1.663 4.701  0.085
H4 -2.497 2.723 6.106  0.072
H5 -2.389 1.067 5.493  0.087
H6 -3.744 2.091 5.030  0.069
H7 -2.146 4.691 4.463  0.074
H8 -3.390 4.005 3.413  0.072
H9 -1.786 4.328 2.766  0.086
H10 -0.042 1.136 2.467  0.099
H11 0.732 1.806 0.576  0.104
H12 4.562 0.356 -0.557  0.085
H13 2.755 -3.837 -0.611  0.067
H14 4.127 -3.525 0.460  0.082
H15 4.397 -4.271 -1.126  0.073
H16 2.411 -2.411 -2.714  0.045
H17 3.993 -3.060 -3.194  0.077
H18 3.706 -1.310 -3.203  0.081
H19 5.772 -1.606 -0.173  0.079
H20 5.649 -0.910 -1.798  0.068
H21 6.022 -2.614 -1.602  0.074
H22 4.691 2.310 -1.478  0.072
H23 4.519 3.987 -0.955  0.076
H24 3.188 3.174 -1.793  0.069
H25 5.300 1.723 0.958  0.070
H26 4.164 2.108 2.248  0.085
H27 5.050 3.407 1.432  0.073
H28 1.619 3.776 0.085  0.059
H29 2.987 4.613 0.833  0.079
H30 2.074 3.413 1.754  0.074
H31 -4.197 1.979 2.879  0.089
H32 -4.925 -1.953 1.210  0.076
H33 -6.625 -1.449 1.290  0.074
H34 -5.570 -1.238 2.698  0.079
H35 -4.567 -0.487 -0.872  0.069
H36 -5.087 1.187 -0.823  0.080
H37 -6.298 -0.102 -0.763  0.077
H38 -6.252 1.181 2.718  0.071
H39 -7.171 1.027 1.222  0.074
H40 -5.879 2.222 1.331  0.079
O3 -2.391 0.180 -1.831  -0.107
C29 -1.636 1.182 -1.800  -0.413
C30 -2.062 2.398 -1.183  -0.034
C31 -1.320 3.547 -1.228  -0.142
C32 -0.092 3.573 -1.889  -0.181
C33 0.392 2.402 -2.441  -0.099
C34 -0.318 1.206 -2.389  -0.168
C35 0.270 -0.012 -2.862  -0.123
N2 -0.351 -1.123 -2.770  -0.034
N3 0.185 -2.293 -3.140  0.021
C36 -0.526 -3.327 -2.708  -0.532
O4 -1.634 -3.304 -2.134  -0.082
C37 0.133 -4.644 -2.947  -0.129
C38 -0.365 -5.769 -2.294  -0.026
C39 0.251 -6.998 -2.427  -0.112
C40 1.395 -7.117 -3.200  -0.134
C41 1.896 -6.003 -3.858  -0.112
C42 1.261 -4.781 -3.750  -0.047
H41 -3.010 2.379 -0.664  0.091
H42 -1.689 4.449 -0.748  0.083
H43 0.475 4.497 -1.954  0.075
H44 1.362 2.400 -2.931  0.091
H45 1.297 0.040 -3.262  0.115
H46 -1.236 -5.644 -1.670  0.109
H47 -0.150 -7.874 -1.927  0.088
H48 1.891 -8.077 -3.298  0.081
H49 2.797 -6.099 -4.457  0.088
H50 1.634 -3.913 -4.268  0.093

Atoms 1-3, force components in eV/Å:
-0.08 0.02 -0.23
-0.24 -0.03 -0.10
0.08 0.07 0.11

E_tot   -57234.2895 eV
Kohn-Sham gap (alpha / beta)   4.9 / 5.0 eV
Total charge   -2
LUMO energy (alpha / beta)   4.2 / 4.2 eV

[2]
Computed, not measured: 2 unconnected molecules or ions with the total composition C6H14N2O2, with ωB97M-V/def2-TZVPD.

Each line ends with the Löwdin charge.
Positions of all 24 atoms, in Å:
C1 1.423 -1.918 -0.126  -0.009
C2 0.659 -0.918 -0.956  -0.508
O1 1.249 -0.206 -1.769  0.019
N1 -0.713 -0.847 -0.762  -0.165
C3 -1.465 -1.751 0.094  -0.063
C4 -1.475 -0.014 -1.676  -0.054
H1 1.315 -1.694 0.938  0.080
H2 2.487 -1.856 -0.377  0.087
H3 1.078 -2.931 -0.346  0.086
H4 -1.751 -2.629 -0.491  0.091
H5 -2.361 -1.246 0.468  0.084
H6 -0.874 -2.070 0.954  0.078
H7 -2.523 0.045 -1.370  0.089
H8 -1.050 0.994 -1.688  0.079
H9 -1.406 -0.436 -2.683  0.093
H10 -1.111 0.835 2.479  0.053
N2 -1.475 1.489 1.777  0.099
C5 -0.453 1.954 1.159  -0.344
O2 0.769 1.537 1.514  -0.121
C6 1.832 2.134 0.767  -0.073
H11 -0.503 2.686 0.341  0.133
H12 2.774 1.694 1.104  0.095
H13 1.714 1.938 -0.302  0.079
H14 1.861 3.212 0.953  0.090

Atoms 1-3, force components in eV/Å:
0.23 -0.05 0.06
-0.51 0.36 -0.20
-0.72 -0.22 0.42

ΔE to the lowest compared entry with this formula, charge and spin   43.6 kcal per mole
SMILES   CC(=O)N(C)C.[H]/N=C\OC
E_tot   -13523.7319 eV
Kohn-Sham gap   10.0 eV
LUMO energy   0.9 eV

[3]
Computed, not measured: 12 unconnected molecules or ions with the total composition C6H37NO11, with ωB97M-V/def2-TZVPD.

Each line ends with the Löwdin charge.
Positions of all 55 atoms, in Å:
C1 -0.165 -2.967 -1.483  -0.097
C2 -0.883 -2.217 -0.388  -0.246
C3 -0.889 -0.674 -0.499  -0.183
C4 0.286 0.172 0.052  -0.177
C5 0.571 0.586 1.495  -0.192
N1 -0.402 1.647 1.905  -0.136
C6 0.066 3.042 1.829  -0.124
H1 0.882 -2.647 -1.515  0.040
H2 -0.563 -2.687 -2.464  0.075
H3 -0.235 -4.088 -1.346  0.098
H4 -1.962 -2.478 -0.356  0.112
H5 -0.501 -2.460 0.602  0.079
H6 -1.230 -0.366 -1.478  0.068
H7 -1.576 -0.192 0.195  0.068
H8 0.251 1.131 -0.468  0.078
H9 1.192 -0.378 -0.258  0.079
H10 1.616 0.977 1.533  0.113
H11 0.445 -0.211 2.267  0.100
H12 -0.630 1.551 2.896  0.106
H13 0.446 3.429 0.848  0.071
H14 -0.759 3.759 1.949  0.082
H15 0.974 3.168 2.458  0.084
O1 -3.308 0.989 1.304  -0.086
H16 -2.493 1.373 1.681  0.029
H17 -3.145 0.058 1.556  0.024
O2 3.563 -0.201 0.302  -0.086
H18 4.480 -0.490 0.259  0.063
H19 3.261 -0.064 -0.634  0.004
O3 0.138 -2.481 2.948  -0.124
H20 1.110 -2.594 2.620  0.036
H21 0.425 -2.586 3.869  0.059
O4 -4.641 2.083 -0.665  -0.103
H22 -4.585 1.449 -1.389  0.026
H23 -4.339 1.497 0.082  -0.006
O5 -2.202 -1.436 2.151  -0.069
H24 -2.528 -2.337 2.061  0.064
H25 -1.320 -1.526 2.574  0.014
O6 1.156 3.183 -2.176  -0.075
H26 0.603 2.553 -2.719  0.025
H27 0.575 3.066 -1.405  0.002
O7 2.520 -2.243 1.900  -0.074
H28 2.860 -1.557 2.521  0.081
H29 2.663 -1.650 1.119  0.023
O8 -0.280 0.747 -3.381  -0.059
H30 -0.813 0.264 -2.730  0.005
H31 -0.920 1.413 -3.657  0.048
O9 2.576 0.441 -2.130  -0.067
H32 2.581 1.389 -1.872  0.061
H33 1.647 0.433 -2.428  0.026
O10 -1.775 2.132 -1.576  -0.048
H34 -1.922 2.899 -2.137  0.065
H35 -2.271 2.132 -0.751  0.033
O11 3.373 -2.904 -1.122  -0.045
H36 2.605 -3.470 -1.180  0.018
H37 3.450 -2.268 -1.836  0.034

Atoms 1-3, force components in eV/Å:
0.19 -0.50 -0.19
-0.96 1.00 0.72
-0.23 0.73 2.24

ΔE to the lowest compared entry with this formula, charge and spin   73.1 kcal per mole
SMILES   CCCCCNC.O.O.O.O.O.O.O.O.O.O.O
E_tot   -30834.4968 eV
Kohn-Sham gap   9.7 eV
LUMO energy   0.2 eV

[4]
Computed, not measured: a single C23H22FN3O2 molecule, with ωB97M-V/def2-TZVPD.

Each line ends with the Löwdin charge.
Positions of all 51 atoms, in Å:
C1 1.083 -4.463 1.004  -0.051
C2 1.278 -3.128 0.284  -0.324
C3 2.632 -2.507 0.674  -0.135
N1 2.818 -1.189 0.111  0.088
C4 2.814 -0.964 -1.211  -0.501
O1 2.739 -1.838 -2.055  0.057
C5 2.920 0.510 -1.604  -0.071
C6 1.542 1.071 -1.968  -0.109
N2 0.602 1.464 -0.908  0.069
C7 0.962 1.598 0.421  -0.328
O2 2.087 1.365 0.841  0.044
C8 -0.075 2.041 1.317  -0.139
C9 -0.018 2.238 2.683  -0.004
C10 -1.288 2.670 3.082  -0.059
C11 -2.080 2.728 1.961  -0.064
N3 -1.343 2.346 0.890  0.009
C12 -1.677 2.233 -0.446  -0.135
C13 -2.960 2.543 -0.889  0.001
C14 -3.301 2.446 -2.221  -0.004
C15 -2.316 2.041 -3.102  -0.271
F1 -2.604 1.952 -4.415  0.067
C16 -1.035 1.726 -2.697  0.061
C17 -0.679 1.796 -1.347  -0.120
C18 0.126 -2.198 0.570  -0.205
C19 -0.135 -1.735 1.854  -0.030
C20 -1.244 -0.951 2.112  -0.078
C21 -2.111 -0.613 1.086  -0.099
C22 -1.841 -1.034 -0.204  -0.083
C23 -0.729 -1.818 -0.457  -0.026
H1 0.141 -4.915 0.704  0.084
H2 1.891 -5.147 0.753  0.079
H3 1.068 -4.325 2.083  0.075
H4 1.311 -3.312 -0.793  0.126
H5 3.427 -3.162 0.301  0.131
H6 2.724 -2.426 1.758  0.124
H7 2.739 -0.381 0.718  0.106
H8 3.421 1.097 -0.842  0.107
H9 3.505 0.543 -2.526  0.127
H10 1.052 0.292 -2.560  0.124
H11 1.692 1.957 -2.598  0.137
H12 0.844 2.084 3.299  0.114
H13 -1.595 2.916 4.080  0.099
H14 -3.108 3.020 1.880  0.114
H15 -3.700 2.865 -0.177  0.109
H16 -4.291 2.681 -2.574  0.120
H17 -0.346 1.431 -3.468  0.116
H18 0.524 -2.000 2.668  0.114
H19 -1.441 -0.608 3.117  0.106
H20 -2.993 -0.025 1.293  0.103
H21 -2.505 -0.762 -1.013  0.106
H22 -0.526 -2.153 -1.465  0.118

Atoms 1-3, force components in eV/Å:
0.06 0.15 -0.19
0.12 -0.10 0.16
-0.15 -0.21 -0.45

ΔE to the lowest compared entry with this formula, charge and spin   3.2 kcal per mole
SMILES   C[C@H](CNC(=O)CCn1c(=O)c2cccn2c2ccc(F)cc21)c1ccccc1
E_tot   -35492.7233 eV
Kohn-Sham gap   8.7 eV
LUMO energy   0.3 eV